# 1
{
  "formula": "C3H37N3O13",
  "method": "ωB97M-V with the def2-TZVPD basis set",
  "s2": 0.7507,
  "spin_multiplicity": 2,
  "homo_lumo_gap_ev": [2.51, 7.78],
  "largest_force_ev_per_a": 3.54,
  "e_homo_ev": [-0.1, -5.4],
  "total_charge": -1,
  "elements": ["C", "N", "C", "N", "C", "N", "H", "H", "H", "H", "H", "H", "H", "H", "H", "H", "H", "H", "H", "O", "H", "H", "O", "H", "H", "O", "H", "H", "O", "H", "H", "O", "H", "H", "O", "H", "H", "O", "H", "H", "O", "H", "H", "O", "H", "H", "O", "H", "H", "O", "H", "H", "O", "H", "H", "O"],
  "positions_angstrom": [[0.7791, -1.3912, 1.7785], [-0.6707, -1.2331, 2.2611], [-1.0610, 0.0044, 2.9348], [-2.0558, -0.2092, 3.9504], [1.9003, -0.7103, 2.7161], [3.0946, -0.3626, 1.9912], [0.8866, -0.9257, 0.8033], [1.0192, -2.4432, 1.8528], [-0.9489, -2.1623, 2.5186], [-1.1729, 0.6491, 2.0575], [-0.2268, 0.5561, 3.3416], [-2.9954, -0.1936, 3.5938], [-1.7943, -0.9278, 4.5994], [1.3548, 0.1238, 3.1052], [2.1638, -1.4116, 3.4993], [3.9653, -0.8512, 2.0034], [2.9741, 0.3393, 1.2844], [3.3141, -2.4039, 0.2224], [4.1040, -2.7295, -1.0752], [3.3215, -2.9644, -0.5635], [-2.7207, -1.7377, -2.3109], [-2.7281, -0.2083, -1.8348], [-2.4857, -0.8354, -2.5437], [-1.5808, 3.7164, -0.5773], [-2.4063, 4.5081, -1.7550], [-1.9885, 4.5407, -0.8849], [4.0591, -0.5147, -2.8854], [3.8852, 0.8454, -2.1914], [4.2013, -0.0398, -2.0608], [-2.5710, -3.8425, 1.3705], [-2.9682, -2.6869, 0.4948], [-3.2906, -3.2194, 1.2332], [-0.0370, 2.9434, -3.3128], [-0.8588, 2.1682, -4.0863], [-0.8211, 2.3761, -3.1341], [-1.3644, 0.5712, 0.2965], [-2.8074, 1.0268, 0.2563], [-2.2221, 0.3065, -0.0517], [-3.2994, 3.4120, 1.9312], [-3.4806, 3.5054, 0.4708], [-3.3309, 2.8252, 1.1529], [0.3425, -4.1555, -1.0682], [1.3387, -4.3647, 0.0534], [0.4637, -4.6419, -0.2469], [-0.0859, 3.6741, 1.4595], [-0.8463, 2.6307, 2.0040], [-0.0098, 2.6968, 1.4977], [2.1336, 1.3304, -2.9922], [1.9362, 1.1916, -4.5649], [2.4752, 1.5705, -3.8746], [0.5889, -0.9111, -3.7359], [-0.6513, -1.8144, -3.4658], [0.0911, -1.6656, -4.0448], [0.2523, 1.2846, -1.2700], [1.6411, 1.6258, -0.7496], [1.1948, 1.1347, -1.4538]]
}



# 2
{
  "formula": "C58H53AsORuSSb2",
  "method": "ωB97M-V with the def2-TZVPD basis set",
  "spin_multiplicity": 1,
  "homo_lumo_gap_ev": [7.86, 7.85],
  "largest_force_ev_per_a": 1.37,
  "e_homo_ev": [-13.2, -13.2],
  "total_charge": 2,
  "elements": ["Ru", "C", "C", "C", "Sb", "C", "C", "C", "C", "C", "C", "C", "C", "C", "C", "C", "C", "Sb", "C", "C", "C", "C", "C", "C", "C", "C", "C", "C", "C", "C", "H", "H", "H", "H", "H", "H", "H", "H", "H", "H", "H", "H", "H", "H", "H", "H", "H", "H", "H", "H", "H", "H", "H", "H", "H", "H", "C", "H", "H", "O", "S", "C", "C", "C", "C", "C", "C", "C", "C", "C", "C", "C", "C", "H", "H", "H", "H", "H", "H", "H", "H", "H", "H", "C", "C", "C", "C", "C", "C", "As", "C", "C", "C", "C", "C", "C", "C", "C", "C", "C", "C", "C", "H", "H", "H", "H", "H", "H", "H", "H", "H", "H", "H", "H", "H", "H", "H"],
  "positions_angstrom": [[-0.4667, 0.0928, -0.4242], [1.8403, 3.3769, -0.0429], [2.6348, 2.6707, 1.0479], [2.4794, 1.1549, 1.1297], [2.2431, 0.0719, -0.7233], [3.6717, 0.8825, -2.0358], [5.0099, 0.8661, -1.6495], [5.9726, 1.4214, -2.4777], [5.6034, 1.9891, -3.6900], [4.2722, 1.9989, -4.0796], [3.3047, 1.4441, -3.2532], [3.2121, -1.7034, -0.1112], [3.1425, -2.1069, 1.2214], [3.7890, -3.2637, 1.6332], [4.5001, -4.0251, 0.7150], [4.5693, -3.6268, -0.6126], [3.9294, -2.4678, -1.0267], [-0.1918, 2.8096, -0.4510], [-1.4409, 3.9933, 0.7550], [-2.7046, 3.5304, 1.1137], [-3.5320, 4.3155, 1.9029], [-3.1021, 5.5636, 2.3323], [-1.8439, 6.0281, 1.9763], [-1.0111, 5.2441, 1.1887], [-0.3041, 3.6874, -2.3648], [-0.0111, 2.9323, -3.4978], [-0.0098, 3.5266, -4.7504], [-0.3065, 4.8763, -4.8754], [-0.6038, 5.6311, -3.7500], [-0.6031, 5.0395, -2.4940], [2.3047, 3.2229, -1.0224], [1.8325, 4.4555, 0.1227], [2.3804, 3.0893, 2.0254], [3.6862, 2.9150, 0.8766], [1.5887, 0.8942, 1.7117], [3.3318, 0.7164, 1.6485], [5.3084, 0.4155, -0.7090], [7.0120, 1.4092, -2.1781], [6.3575, 2.4200, -4.3345], [3.9865, 2.4353, -5.0275], [2.2681, 1.4494, -3.5685], [2.5954, -1.5201, 1.9515], [3.7462, -3.5677, 2.6713], [5.0073, -4.9251, 1.0357], [5.1291, -4.2158, -1.3269], [3.9957, -2.1631, -2.0675], [-3.0392, 2.5490, 0.7989], [-4.5124, 3.9532, 2.1835], [-3.7492, 6.1764, 2.9453], [-1.5103, 7.0017, 2.3095], [-0.0303, 5.6202, 0.9222], [0.2176, 1.8742, -3.4116], [0.2145, 2.9361, -5.6291], [-0.3122, 5.3398, -5.8526], [-0.8412, 6.6817, -3.8483], [-0.8497, 5.6382, -1.6244], [-1.7437, 0.8126, -1.5305], [-1.6469, 1.0836, -2.5822], [-2.7361, 1.0201, -1.1158], [-2.0891, 0.1723, 0.9566], [-1.8815, -0.6472, 2.2507], [-3.4005, -0.3713, 3.1357], [-4.5011, 0.1460, 2.4730], [-5.6895, 0.2926, 3.1758], [-5.7625, -0.0822, 4.5088], [-4.6506, -0.6128, 5.1520], [-3.4586, -0.7662, 4.4652], [-0.7153, 0.2564, 3.2378], [0.3115, -0.4783, 3.8141], [1.2698, 0.1865, 4.5707], [1.1968, 1.5630, 4.7188], [0.1657, 2.2884, 4.1248], [-0.8051, 1.6371, 3.3850], [-4.4310, 0.4241, 1.4303], [-6.5602, 0.6958, 2.6767], [-6.6913, 0.0331, 5.0506], [-4.7126, -0.9075, 6.1904], [-2.5881, -1.1774, 4.9626], [0.3556, -1.5526, 3.6706], [2.0701, -0.3695, 5.0409], [1.9437, 2.0789, 5.3079], [0.1094, 3.3609, 4.2595], [-1.6253, 2.1839, 2.9381], [-4.4929, -3.1291, -3.4928], [-3.3067, -3.7847, -3.7829], [-2.1666, -3.5370, -3.0287], [-2.2160, -2.6186, -1.9872], [-3.4097, -1.9625, -1.6935], [-4.5462, -2.2207, -2.4429], [-0.6633, -2.2957, -0.8761], [-0.9777, -3.4157, 0.6656], [-2.2544, -3.8846, 0.9518], [-2.4988, -4.5284, 2.1583], [-1.4714, -4.7103, 3.0724], [-0.1882, -4.2664, 2.7725], [0.0577, -3.6152, 1.5738], [0.7887, -3.1172, -1.8375], [1.3096, -2.4350, -2.9346], [2.3207, -3.0073, -3.6899], [2.8157, -4.2603, -3.3461], [2.2943, -4.9394, -2.2545], [1.2754, -4.3724, -1.5004], [-5.3782, -3.3273, -4.0817], [-3.2646, -4.4946, -4.5979], [-1.2490, -4.0617, -3.2607], [-3.4566, -1.2621, -0.8660], [-5.4751, -1.7178, -2.2080], [-3.0608, -3.7560, 0.2419], [-3.4920, -4.8966, 2.3783], [-1.6638, -5.2186, 4.0079], [0.6231, -4.4401, 3.4687], [1.0613, -3.2739, 1.3437], [0.9205, -1.4564, -3.2045], [2.7203, -2.4813, -4.5461], [3.6038, -4.7092, -3.9352], [2.6765, -5.9159, -1.9890], [0.8694, -4.9131, -0.6544]]
}



# 3
{
  "formula": "C51H72BrNOP2S6Si2Ti",
  "method": "ωB97M-V with the def2-TZVPD basis set",
  "s2": 2.0127,
  "spin_multiplicity": 3,
  "homo_lumo_gap_ev": [4.19, 6.10],
  "largest_force_ev_per_a": 2.57,
  "e_homo_ev": [-0.3, -2.2],
  "relative_energy_kcal_mol": 10.4,
  "total_charge": -2,
  "elements": ["Ti", "C", "Si", "C", "C", "C", "C", "C", "C", "P", "C", "C", "C", "C", "C", "C", "C", "C", "C", "C", "C", "C", "C", "C", "C", "C", "C", "C", "P", "C", "C", "C", "C", "C", "C", "C", "C", "C", "C", "C", "C", "H", "H", "H", "H", "H", "H", "H", "H", "H", "H", "H", "H", "H", "H", "H", "H", "H", "H", "H", "H", "H", "H", "H", "H", "H", "H", "H", "H", "H", "H", "H", "H", "H", "H", "H", "H", "H", "H", "H", "H", "H", "H", "H", "H", "H", "H", "H", "H", "H", "H", "H", "H", "H", "H", "H", "C", "Si", "C", "C", "O", "H", "H", "H", "H", "H", "H", "H", "H", "H", "S", "C", "N", "C", "C", "C", "C", "C", "C", "H", "H", "H", "H", "H", "Br", "C", "S", "C", "C", "S", "S", "C", "S", "S", "H", "H", "H"],
  "positions_angstrom": [[-1.0729, 0.2343, 0.5942], [-1.0349, -3.2915, -0.5562], [-0.0892, -1.6665, -0.9098], [-0.2465, -1.5251, -2.8491], [-0.8100, -2.5800, -3.5854], [-0.9924, -2.5209, -4.9586], [-0.6083, -1.3808, -5.6525], [-0.0546, -0.3229, -4.9526], [0.1313, -0.3785, -3.5678], [0.8746, 1.0390, -2.6516], [-0.1055, 2.4857, -3.3725], [0.3717, 3.2170, -4.6409], [1.4197, 4.3042, -4.4007], [0.9472, 5.2943, -3.3413], [0.6042, 4.5670, -2.0443], [-0.4668, 3.5039, -2.2706], [2.5660, 1.0744, -3.4539], [3.5387, 1.8925, -2.5933], [4.9157, 1.9893, -3.2508], [5.5005, 0.5996, -3.5012], [4.5310, -0.2591, -4.3088], [3.1540, -0.3276, -3.6467], [1.7492, -2.3483, -0.8330], [2.2435, -3.2172, -1.8237], [3.5090, -3.7743, -1.7558], [4.3403, -3.4841, -0.6763], [3.8776, -2.6382, 0.3139], [2.6007, -2.0664, 0.2468], [1.9693, -0.8485, 1.4722], [3.4726, 0.2080, 1.8648], [2.9628, 1.6076, 2.2300], [4.0776, 2.4673, 2.8435], [5.4468, 2.1469, 2.2229], [5.2537, 1.6894, 0.7813], [4.5271, 0.3337, 0.7473], [1.7067, -1.6918, 3.1146], [2.7773, -2.5830, 3.7745], [2.7098, -4.0741, 3.4201], [1.2946, -4.6248, 3.5799], [0.3358, -3.8135, 2.7114], [0.3206, -2.3586, 3.1709], [-0.5208, -4.1739, -0.9526], [-2.0469, -3.2469, -0.9717], [-1.1514, -3.4147, 0.5233], [-1.1324, -3.4718, -3.0611], [-1.4402, -3.3576, -5.4841], [-0.7443, -1.3128, -6.7262], [0.2311, 0.5631, -5.5029], [-1.0410, 1.9800, -3.6281], [-0.5133, 3.6946, -5.0816], [0.7459, 2.5211, -5.3920], [1.6310, 4.8166, -5.3447], [2.3568, 3.8532, -4.0711], [0.0484, 5.8067, -3.7070], [1.7072, 6.0619, -3.1662], [0.2550, 5.2763, -1.2935], [1.5051, 4.0966, -1.6341], [-1.3997, 4.0033, -2.5551], [-0.6649, 2.9774, -1.3338], [2.4784, 1.5423, -4.4418], [3.6261, 1.3965, -1.6214], [3.1494, 2.8897, -2.3917], [5.5927, 2.5831, -2.6311], [4.8143, 2.5143, -4.2100], [5.6865, 0.1117, -2.5391], [6.4638, 0.6772, -4.0146], [4.9311, -1.2692, -4.4338], [4.4211, 0.1731, -5.3118], [3.2418, -0.8200, -2.6699], [2.4885, -0.9485, -4.2474], [1.6262, -3.4612, -2.6755], [3.8529, -4.4316, -2.5474], [5.3343, -3.9129, -0.6112], [4.5215, -2.4060, 1.1540], [3.9358, -0.2130, 2.7642], [2.1205, 1.5353, 2.9163], [2.5518, 2.0724, 1.3287], [4.1094, 2.3101, 3.9250], [3.8409, 3.5226, 2.6870], [5.9380, 1.3428, 2.7823], [6.1073, 3.0159, 2.2772], [6.2132, 1.6019, 0.2650], [4.6753, 2.4477, 0.2448], [5.2754, -0.4559, 0.8499], [4.0592, 0.1826, -0.2297], [1.6328, -0.7851, 3.7326], [2.6186, -2.5018, 4.8576], [3.7834, -2.1933, 3.5907], [3.4144, -4.6200, 4.0562], [3.0160, -4.2390, 2.3873], [0.9829, -4.5439, 4.6291], [1.2685, -5.6844, 3.3097], [-0.6769, -4.2215, 2.7579], [0.6597, -3.8750, 1.6660], [-0.0348, -2.3318, 4.2092], [-0.3996, -1.7720, 2.5952], [-1.9570, 3.0923, 3.2443], [-0.5260, 3.2036, 2.0153], [1.0162, 3.6579, 2.9751], [-0.8775, 4.7820, 1.0457], [-0.3721, 1.9188, 1.0119], [-1.5962, 3.3356, 4.2478], [-2.3835, 2.0893, 3.3040], [-2.7522, 3.7970, 2.9800], [0.8472, 4.6463, 3.4171], [1.8982, 3.7256, 2.3289], [1.2279, 2.9473, 3.7759], [-1.2533, 5.5365, 1.7457], [-1.6250, 4.6419, 0.2597], [0.0359, 5.1790, 0.5901], [-4.1465, 3.2523, -0.7029], [-3.2747, 2.0567, 0.2334], [-2.7080, 1.0369, -0.5108], [-3.1746, 1.1000, -1.7990], [-3.0763, 0.0948, -2.7636], [-3.5701, 0.3074, -4.0425], [-4.2002, 1.5016, -4.3839], [-4.4019, 2.4744, -3.4043], [-3.9245, 2.2541, -2.1254], [-3.2321, 2.1201, 1.3036], [-2.6271, -0.8496, -2.4933], [-3.4632, -0.4761, -4.7840], [-4.5676, 1.6582, -5.3912], [-4.9438, 3.3852, -3.6339], [-2.7741, -1.1614, 1.7471], [-2.9561, -1.0262, 5.6284], [-1.6312, -2.2350, 5.8673], [-0.2979, -1.1892, 6.2953], [0.2678, -0.2435, 5.4914], [-0.1709, 0.2633, 3.9262], [1.6588, 0.5332, 6.2692], [1.6895, -0.3092, 7.7672], [2.8134, -0.0553, 8.9654], [0.4095, -1.4335, 7.8760], [-3.8293, -1.5863, 5.2936], [-2.6568, -0.3277, 4.8467], [-3.1743, -0.5060, 6.5598]]
}



# 4
{
  "formula": "C4H12O2P",
  "method": "ωB97M-V with the def2-TZVPD basis set",
  "spin_multiplicity": 1,
  "homo_lumo_gap_ev": [8.47, 8.14],
  "largest_force_ev_per_a": 3.55,
  "e_homo_ev": [-14.5, -13.6],
  "relative_energy_kcal_mol": 84.7,
  "total_charge": 1,
  "elements": ["C", "C", "C", "C", "O", "O", "P", "H", "H", "H", "H", "H", "H", "H", "H", "H", "H", "H", "H"],
  "positions_angstrom": [[2.2519, 0.1483, -1.7891], [0.4013, -0.6364, 2.3165], [-1.5414, 1.7316, 0.4900], [-1.4028, -1.1073, -1.0941], [1.7427, 0.6550, -0.5551], [-0.4811, -0.7475, 1.1610], [-0.6862, 0.1731, -0.0838], [3.2956, 0.4846, -1.9036], [1.6502, 0.4645, -2.5775], [2.5502, -0.9310, -1.6802], [0.1470, 0.1339, 2.9668], [1.3929, -0.8097, 1.8758], [0.2108, -1.5501, 2.8286], [-1.1839, 2.5371, -0.0379], [-1.2472, 1.8319, 1.5588], [-2.6720, 1.6561, 0.3669], [-1.9596, -0.6095, -1.8246], [-1.9042, -1.8515, -0.4328], [-0.5643, -1.5732, -1.5856]]
}